w) # C3H6O2

One molecule with the formula C3H6O2 (the ωB97M-V functional and the def2-TZVPD basis, OMol25).

Geometry (Å):
C -1.419 0.659 0.157
O -1.002 -0.652 0.195
C 0.391 -0.899 0.132
C 1.534 0.037 -0.257
O 2.691 -0.160 0.026
H -1.121 1.108 1.101
H -0.798 1.139 -0.643
H -2.522 0.832 0.066
H 0.298 -1.485 -0.884
H 0.605 -1.413 1.094
H 1.342 0.833 -0.988

Values from the calculation:
- Net charge: 0
- Kohn-Sham gap: 10.7 eV
- Molecular weight: 74.08 g/mol


x) # C3H6O2

One molecule with the formula C3H6O2 (the ωB97M-V functional and the def2-TZVPD basis, OMol25).

Geometry (Å):
O -1.715 -0.395 -0.326
C -1.135 0.877 -0.232
C 0.344 1.006 -0.386
C 1.338 -0.736 0.470
O 0.824 -0.221 -0.767
H -1.131 -0.909 -0.905
H -1.537 1.605 -0.962
H -1.354 1.304 0.759
H 1.458 0.107 1.164
H 0.601 -1.431 0.879
H 2.306 -1.208 0.305

Values from the calculation:
- Net charge: 0
- Kohn-Sham gap: 8.8 eV
- Molecular weight: 74.08 g/mol


y) # C3H6O2

A 2-piece molecular cluster, C3H6O2 overall (the ωB97M-V functional and the def2-TZVPD basis, OMol25).

Geometry (Å):
C 1.192 0.697 0.041
C 1.517 -0.684 0.478
O 0.840 -1.650 0.364
H 2.000 1.038 -0.587
H 0.225 0.696 -0.642
H 0.765 1.263 0.917
H 2.632 -0.616 0.915
C -2.368 -0.206 -0.370
O -2.063 -0.073 0.779
H -1.960 0.642 -1.054
H -2.780 -1.108 -0.840

Values from the calculation:
- Net charge: 0
- Kohn-Sham gap: 10.7 eV
- Molecular weight: 74.08 g/mol


Which structure wins on stability? y) wins.


w) # C3H6O2

A 2-piece molecular cluster, C3H6O2 overall (the ωB97M-V functional and the def2-TZVPD basis, OMol25).

Geometry (Å):
C -1.384 0.634 0.370
O -0.759 -0.411 0.769
C 0.500 -0.782 0.572
C 1.533 0.129 0.168
O 2.707 -0.183 0.050
H -0.870 1.438 -0.142
H -0.934 -0.265 -1.719
H -2.421 0.691 0.671
H -0.288 -0.651 -1.661
H 0.706 -1.779 0.936
H 1.210 1.179 -0.013

Values from the calculation:
- Net charge: 0
- Kohn-Sham gap (alpha / beta): 7.7 / 8.2 eV
- Molecular weight: 74.08 g/mol


x) # C3H6O2

One molecule with the formula C3H6O2 (the ωB97M-V functional and the def2-TZVPD basis, OMol25).

Geometry (Å):
C -1.834 0.026 -0.119
C -0.625 -0.111 0.354
C 0.692 0.006 -0.332
O 1.342 1.192 0.000
O 1.535 -1.119 0.129
H -2.746 0.131 0.605
H -2.030 0.330 -1.054
H -0.365 -0.451 1.389
H 0.337 -0.032 -1.379
H 1.437 1.394 0.946
H 2.257 -1.368 -0.537

Values from the calculation:
- Net charge: 0
- Kohn-Sham gap: 11.1 eV
- Molecular weight: 74.08 g/mol


Which structure wins on stability? x) wins.


w) # C3H6O2

One molecule with the formula C3H6O2 (the ωB97M-V functional and the def2-TZVPD basis, OMol25).

Geometry (Å):
O 2.095 -0.967 0.236
C 0.928 -0.687 0.235
C 0.367 0.693 0.023
C -1.129 0.798 0.244
O -1.753 -0.010 -0.728
H 0.121 -1.447 0.313
H 0.845 1.510 0.578
H 0.641 0.991 -0.995
H -1.463 0.568 1.264
H -1.426 1.856 0.144
H -2.711 -0.056 -0.639

Values from the calculation:
- Net charge: 0
- Kohn-Sham gap: 10.4 eV
- Molecular weight: 74.08 g/mol


x) # C3H6O2

A 2-piece molecular cluster, C3H6O2 overall (the ωB97M-V functional and the def2-TZVPD basis, OMol25).

Geometry (Å):
C -2.022 -1.740 1.202
C -1.626 -0.220 1.320
O -1.872 0.525 0.376
H -2.807 -1.772 0.449
H -2.558 -2.153 2.139
H -1.106 -2.377 1.056
H -1.066 0.084 2.304
C 2.612 0.393 -1.349
O 2.985 1.476 -1.706
H 1.779 0.177 -0.578
H 3.071 -0.563 -1.770

Values from the calculation:
- Net charge: 0
- Kohn-Sham gap: 10.9 eV
- Molecular weight: 74.08 g/mol


Which structure wins on stability? w) wins.